Record 1
# C3H4NO3

2 unconnected molecules or ions with the total composition C3H4NO3 (ωB97M-V/def2-TZVPD, OMol25).

Each line ends with the Mulliken charge.
Positions of all 11 atoms, in Å:
C: -2.768 -0.913 0.532  0.13
C: -1.380 0.199 -1.062  0.85
C: 1.110 0.572 0.074  -0.45
N: -2.452 -0.294 -0.700  -0.56
O: -3.795 -1.614 0.672  -0.57
O: -0.883 0.797 -1.938  -0.53
O: 0.153 -0.354 0.133  -0.65
H: -2.161 -0.756 1.425  0.32
H: 0.953 1.145 -0.924  0.15
H: 2.034 0.045 0.050  0.18
H: 1.014 1.280 0.937  0.13

Spin multiplicity: 1
HOMO-LUMO gap, eV: 8.42
E_LUMO, eV: 4.2
Net charge: -1
HOMO energy, hartree: -0.1547

---

Record 2
# C10H23N2

2 unconnected molecules or ions with the total composition C10H23N2 (ωB97M-V/def2-TZVPD, OMol25).

Each line ends with the Mulliken charge.
Positions of all 35 atoms, in Å:
C: -0.166 0.268 -0.633  -0.01
C: 1.760 0.098 -3.533  -1.60
C: 0.853 -2.050 -3.010  -1.53
C: -0.830 -0.084 -3.514  -1.73
C: -1.398 0.392 3.804  -1.63
C: -0.574 -1.466 2.529  -1.63
C: 0.936 0.588 3.097  -1.58
C: -0.908 2.155 1.392  -0.88
C: 0.542 -0.617 -2.896  1.18
C: -0.479 0.076 2.638  1.52
N: 0.582 -0.368 -1.432  -0.02
N: -1.045 0.805 1.509  -0.18
H: -0.821 0.999 -0.984  0.18
H: 1.548 -0.681 -1.192  0.39
H: 2.732 -0.090 -3.105  0.41
H: 1.782 0.072 -4.581  0.43
H: 1.638 1.137 -3.300  0.47
H: 0.658 -2.356 -4.091  0.36
H: 0.237 -2.671 -2.365  0.43
H: 1.864 -2.396 -2.810  0.41
H: -0.753 -0.101 -4.546  0.49
H: -1.711 -0.642 -3.233  0.40
H: -0.996 0.982 -3.206  0.41
H: -1.497 1.504 3.948  0.43
H: -2.346 -0.044 3.667  0.41
H: -0.866 0.143 4.700  0.46
H: -1.497 -1.825 2.097  0.43
H: -0.478 -1.831 3.531  0.45
H: 0.130 -2.032 1.816  0.29
H: 1.286 0.078 3.892  0.52
H: 1.724 0.477 2.240  0.21
H: 0.801 1.654 3.473  0.47
H: 0.041 2.481 1.632  0.44
H: -1.215 2.487 0.350  0.32
H: -1.531 2.855 2.113  0.30

Spin multiplicity: 1
HOMO-LUMO gap (alpha / beta), eV: 8.65 / 7.62
E_LUMO (alpha / beta), eV: -4.5 / -5.3
Net charge: +1
HOMO energy (alpha / beta), hartree: -0.4817 / -0.4739

---

Record 3
# C3H9N3S

C3H9N3S in the gas phase (ωB97M-V/def2-TZVPD, OMol25).

Each line ends with the Mulliken charge.
Positions of all 16 atoms, in Å:
C: 1.208 -1.670 0.715  -0.86
C: 0.573 0.387 -0.458  0.44
C: -1.742 0.465 0.335  -0.81
H: 0.221 -2.111 0.614  0.27
H: 1.946 -2.504 0.599  0.32
H: 1.272 -1.245 1.696  0.31
H: 2.401 -0.331 -0.277  0.30
H: -0.891 -0.939 -0.945  0.33
H: -2.748 0.309 -0.048  0.36
H: -1.671 -0.053 1.298  0.28
H: -1.620 1.572 0.513  0.25
H: -0.875 2.298 -1.611  0.14
N: 1.457 -0.687 -0.332  -0.27
N: -0.773 0.034 -0.663  -0.33
N: 1.084 1.567 -0.470  -0.54
S: 0.158 2.906 -0.964  -0.20

Spin multiplicity: 1
HOMO-LUMO gap, eV: 8.73
Structure (SMILES): CNC(=NS)NC
E_LUMO, eV: 0.8
HOMO energy, hartree: -0.2911

---

Record 4
# C4H8N2

A molecular structure, C4H8N2 (ωB97M-V/def2-TZVPD, OMol25).

Each line ends with the Mulliken charge.
Positions of all 14 atoms, in Å:
C: -0.728 1.181 -0.687  -1.27
C: 0.018 0.053 0.038  1.33
C: 1.536 0.208 -0.083  -1.27
N: -0.648 -1.628 -0.128  -0.75
C: -0.513 -0.389 1.276  -0.04
N: -0.847 -0.441 2.392  -0.60
H: -1.804 1.017 -0.656  0.34
H: -0.387 1.297 -1.722  0.35
H: -0.542 2.154 -0.192  0.33
H: 1.848 0.313 -1.127  0.35
H: 2.046 -0.632 0.385  0.34
H: 1.882 1.123 0.435  0.33
H: -0.209 -2.466 0.271  0.28
H: -1.654 -1.789 -0.203  0.28

Spin multiplicity: 1
HOMO-LUMO gap, eV: 8.85
E_LUMO, eV: 0.7
HOMO energy, hartree: -0.3006

---

Record 5
# C10H36N16NiO10

A molecular structure, C10H36N16NiO10 (ωB97M-V/def2-TZVPD, OMol25).

Each line ends with the Löwdin spin population.
Positions of all 73 atoms, in Å:
Ni: -1.657 -1.404 0.593  1.77
O: 0.321 -1.485 -0.173  0.09
C: 0.488 -0.319 -0.946  0.01
C: -0.420 0.906 -0.448  0.01
O: -1.732 0.597 -0.014  0.07
H: 0.234 -0.661 -1.949  0.00
H: 1.523 -0.044 -1.149  0.00
H: -0.544 1.518 -1.342  0.00
H: 0.082 1.552 0.272  0.00
C: 1.694 -3.838 -2.811  0.00
O: 2.064 -4.385 -3.840  0.00
N: 2.280 -2.767 -2.368  0.00
N: 0.614 -3.958 -2.119  0.00
H: 1.956 -2.193 -1.602  0.00
H: 3.136 -2.415 -2.772  0.00
H: -0.161 -4.547 -2.391  0.00
H: 0.419 -3.146 -1.552  0.00
C: 2.491 3.728 1.922  0.00
O: 1.993 4.762 2.323  0.00
N: 3.707 3.717 1.719  0.00
N: 1.878 2.664 1.550  0.00
H: 4.171 2.820 1.742  0.00
H: 4.245 4.496 2.072  0.00
H: 0.868 2.670 1.576  0.00
H: 2.364 1.967 1.004  0.00
C: -0.955 0.109 3.423  0.01
O: -1.173 -0.799 2.599  0.03
N: -1.672 0.429 4.438  0.00
N: 0.047 0.941 3.387  0.00
H: -1.366 1.202 5.011  0.00
H: -2.605 0.078 4.601  0.00
H: 0.929 0.656 2.985  0.00
H: 0.199 1.345 4.301  0.00
C: -3.924 3.142 -2.260  0.00
O: -3.241 3.880 -1.582  0.00
N: -5.005 3.393 -2.937  0.00
N: -3.767 1.833 -2.171  0.00
H: -5.442 4.303 -2.977  0.00
H: -5.552 2.625 -3.298  0.00
H: -4.352 1.122 -2.585  0.00
H: -3.033 1.450 -1.593  0.00
C: -0.545 -4.386 1.417  0.00
O: -1.314 -3.440 1.266  0.01
N: -0.831 -5.436 2.143  0.00
N: 0.703 -4.467 0.967  0.00
H: -0.138 -6.154 2.294  0.00
H: -1.738 -5.581 2.563  0.00
H: 0.928 -3.627 0.452  0.00
H: 1.462 -5.111 1.135  0.00
C: 3.475 -0.243 1.964  0.00
O: 4.340 0.038 2.738  0.00
N: 3.398 0.344 0.782  0.00
N: 2.742 -1.306 2.053  0.00
H: 2.687 0.001 0.153  0.00
H: 4.017 1.062 0.433  0.00
H: 1.976 -1.558 1.445  0.00
H: 2.724 -1.815 2.925  0.00
C: 0.849 -1.347 -5.884  0.00
O: 0.532 -0.695 -6.860  0.00
N: 0.304 -1.232 -4.719  0.00
N: 1.849 -2.209 -5.790  0.00
H: -0.338 -0.471 -4.551  0.00
H: 0.725 -1.486 -3.837  0.00
H: 1.739 -2.621 -4.874  0.00
H: 2.500 -2.398 -6.538  0.00
C: -3.217 3.819 2.445  0.00
O: -3.980 4.608 2.941  0.00
N: -3.612 3.069 1.468  0.00
N: -2.037 3.607 2.905  0.00
H: -4.333 3.385 0.835  0.00
H: -2.866 2.477 1.130  0.00
H: -1.673 4.117 3.697  0.00
H: -1.434 3.111 2.265  0.00

Spin multiplicity: 3
HOMO-LUMO gap (alpha / beta), eV: 8.15 / 7.59
E_LUMO (alpha / beta), eV: -0.8 / -1.3
HOMO energy (alpha / beta), hartree: -0.3274 / -0.3274

---

Record 6
# C37H38Cl4N2O2P2PtSi2

A molecular structure, C37H38Cl4N2O2P2PtSi2 (ωB97M-V/def2-TZVPD, OMol25).

Each line ends with the Löwdin spin population.
Positions of all 88 atoms, in Å:
Pt: -0.277 1.087 -0.435  1.25
C: 5.033 1.291 -0.341  0.01
Si: 3.258 1.720 -0.832  0.01
C: 3.118 1.611 -2.692  0.00
C: 2.962 3.498 -0.303  0.00
N: 2.134 0.642 -0.158  0.13
P: 1.671 0.173 1.279  0.05
C: -0.016 0.032 1.330  0.18
P: -1.144 -1.251 1.281  0.05
N: -1.744 -1.590 -0.116  0.02
Si: -3.231 -1.891 -0.831  0.00
C: -2.963 -2.088 -2.675  0.00
C: -4.468 -0.502 -0.567  0.00
C: -4.063 -3.478 -0.215  0.00
C: -0.473 -2.790 2.027  0.01
C: -0.288 -2.925 3.401  0.00
C: 0.195 -4.106 3.943  0.00
C: 0.525 -5.164 3.107  0.00
C: 0.359 -5.035 1.735  0.00
C: -0.147 -3.857 1.200  0.00
C: -2.495 -0.824 2.458  0.00
C: -3.291 -1.790 3.066  0.00
C: -4.397 -1.431 3.827  0.00
C: -4.728 -0.092 3.977  0.00
C: -3.948 0.880 3.365  0.00
C: -2.838 0.517 2.617  0.00
C: 2.631 -1.306 1.779  0.01
C: 3.248 -2.070 0.794  0.00
C: 3.975 -3.202 1.134  0.00
C: 4.098 -3.577 2.465  0.00
C: 3.483 -2.822 3.455  0.00
C: 2.749 -1.698 3.109  0.01
C: 2.199 1.413 2.532  0.00
C: 3.500 1.462 3.025  0.00
C: 3.911 2.496 3.856  0.00
C: 3.020 3.504 4.197  0.00
C: 1.721 3.466 3.707  0.00
C: 1.312 2.428 2.885  0.00
H: 5.751 1.844 -0.952  0.00
H: 5.221 0.223 -0.480  0.00
H: 5.228 1.534 0.706  0.00
H: 3.535 2.490 -3.191  0.00
H: 2.063 1.523 -2.959  0.00
H: 3.636 0.727 -3.073  0.00
H: 3.583 4.190 -0.879  0.00
H: 3.178 3.645 0.758  0.00
H: 1.914 3.754 -0.471  0.00
H: -2.437 -1.214 -3.064  0.00
H: -3.904 -2.202 -3.221  0.00
H: -2.338 -2.961 -2.882  0.00
H: -3.995 0.458 -0.791  0.00
H: -4.822 -0.466 0.466  0.00
H: -5.337 -0.616 -1.222  0.00
H: -3.350 -4.306 -0.210  0.00
H: -4.907 -3.758 -0.852  0.00
H: -4.438 -3.354 0.804  0.00
H: -0.540 -2.095 4.053  0.00
H: 0.328 -4.194 5.015  0.00
H: 0.915 -6.085 3.524  0.00
H: 0.618 -5.856 1.077  0.00
H: -0.307 -3.748 0.133  0.00
H: -3.054 -2.840 2.936  0.00
H: -5.003 -2.200 4.292  0.00
H: -5.597 0.193 4.560  0.00
H: -4.208 1.927 3.460  0.00
H: -2.232 1.276 2.133  0.00
H: 3.151 -1.758 -0.240  0.00
H: 4.447 -3.790 0.357  0.00
H: 4.665 -4.462 2.729  0.00
H: 3.563 -3.116 4.495  0.00
H: 2.265 -1.111 3.882  0.00
H: 4.208 0.688 2.751  0.00
H: 4.929 2.516 4.228  0.00
H: 3.337 4.318 4.839  0.00
H: 1.021 4.255 3.959  0.00
H: 0.301 2.394 2.495  0.00
Cl: -4.183 5.153 -4.559  0.00
C: -3.009 3.997 -3.996  0.00
C: -2.286 3.240 -4.892  0.00
Cl: -2.532 3.425 -6.606  0.00
C: -1.345 2.311 -4.416  0.00
Cl: -0.411 1.350 -5.528  0.00
C: -1.118 2.124 -3.058  0.01
O: -0.257 1.281 -2.579  0.07
C: -1.871 2.920 -2.117  0.01
O: -1.636 2.747 -0.855  0.13
C: -2.795 3.835 -2.619  0.01
Cl: -3.689 4.783 -1.461  0.00

Spin multiplicity: 3
HOMO-LUMO gap (alpha / beta), eV: 5.40 / 5.62
E_LUMO (alpha / beta), eV: 4.1 / 4.1
Net charge: -2
HOMO energy (alpha / beta), hartree: -0.0470 / -0.0551

---

DFT total energy / eV: -10808.34189; -13711.02660; -18561.75407; -7254.84139; -96316.11017; -133735.15605
Maximum force / hartree/bohr: 0.086; 0.093; 0.027; 0.064; 0.196; 0.011